Entry from the OMol25 dataset: C52H50N2O5P2Tl as an isolated structure (the ωB97M-V functional and the def2-TZVPD basis).

```
! RIJCOSX wB97M-V def2-TZVPD def2/J DEFGRID3
* xyz 1 1
Tl -0.622 -0.740 0.116
P 2.979 2.103 -0.302
P -1.880 2.277 0.516
O 1.627 -2.094 0.670
O 3.933 -3.765 0.023
O 5.586 -2.300 -1.990
O 4.668 0.606 -1.661
O 2.226 0.679 -0.411
N -0.868 -1.584 2.741
N -2.761 -2.175 0.938
C 0.522 3.512 -0.131
C 3.666 4.968 -3.058
C 3.747 -2.667 -0.406
C -2.972 -2.544 2.126
C -0.319 0.939 3.929
C -5.186 -2.398 -2.467
C 3.081 4.427 -4.194
C -5.324 3.226 3.441
C -2.472 3.787 -1.845
C 2.670 -1.167 4.954
C -1.835 -2.312 3.118
C -1.938 -2.973 4.462
C 2.586 -1.743 -0.019
C 6.579 1.603 2.406
C -5.308 -0.669 0.901
C -4.203 -3.267 2.589
C 2.489 2.442 -2.971
C 3.075 2.993 -1.835
C 1.187 -2.556 3.638
C 6.727 2.328 1.230
C 4.159 -0.449 -1.274
C 5.646 2.501 0.384
C 4.407 1.972 0.744
C -3.555 1.793 2.672
C 3.663 4.254 -1.869
C -5.033 4.126 2.421
C -4.585 2.059 3.567
C -3.255 2.689 1.649
C -3.225 -3.092 -1.239
C 5.349 1.059 2.749
C -4.005 3.860 1.530
C -3.863 1.657 -2.967
C 4.685 -1.869 -1.340
C -2.579 2.590 -1.139
C -5.587 -1.618 -1.398
C 0.321 -1.466 3.516
C -0.731 3.688 0.753
C 4.251 1.241 1.921
C 1.732 2.996 0.670
C 2.362 -2.380 4.364
C 0.635 -0.219 4.068
C 2.487 3.171 -4.149
C -3.267 1.522 -1.721
C -3.060 3.919 -3.098
C 0.918 -3.892 2.989
C -3.759 2.858 -3.657
C -4.837 -1.553 -0.227
C -4.011 -3.131 -2.381
C -1.995 -3.963 -1.145
C 2.932 -0.501 -0.593
C -3.649 -2.295 -0.160
C 1.810 -0.088 4.794
H -1.929 4.628 -1.431
H 2.047 1.454 -2.939
H -1.872 -4.061 4.365
H -3.939 -4.185 3.115
H 4.127 5.946 -3.096
H -4.777 -2.647 3.283
H -6.010 -1.199 1.550
H 2.044 0.867 5.254
H -1.243 4.629 0.549
H 2.251 3.828 1.154
H 0.092 1.837 4.391
H -6.502 -1.039 -1.463
H 2.031 2.751 -5.037
H 0.210 -3.818 2.165
H -2.970 0.882 2.768
H -1.141 -2.638 5.121
H 3.293 0.813 2.200
H -1.274 -3.600 -0.413
H -6.130 3.435 4.133
H -4.218 2.965 -4.632
H -3.352 0.577 -1.190
H -3.698 -3.751 -3.214
H -5.826 0.207 0.510
H 0.297 2.838 -0.962
H 5.237 0.484 3.658
H -4.836 -3.515 1.739
H 3.574 -1.062 5.541
H -4.484 -0.317 1.519
H 4.101 4.689 -0.978
H -5.611 5.036 2.321
H 0.530 -4.612 3.716
H -4.398 0.820 -3.399
H -1.280 0.730 4.407
H 7.434 1.450 3.052
H -0.463 3.708 1.812
H -2.972 4.855 -3.635
H 5.770 3.019 -0.558
H -5.783 -2.435 -3.370
H 7.693 2.738 0.960
H -2.272 -4.973 -0.834
H 1.422 2.309 1.464
H 1.844 -4.297 2.582
H 0.789 4.462 -0.594
H 3.043 -3.218 4.461
H -1.499 -4.045 -2.111
H -3.800 4.556 0.725
H -0.537 1.155 2.879
H 3.092 4.985 -5.122
H -2.904 -2.748 4.919
H -4.813 1.357 4.361
*
```

Calculated total energy   -3352.28666 a.u.
Largest force on an atom   0.01414 hartree/bohr
HOMO level   -0.388 hartree
HOMO-LUMO gap   7.95 eV

Atomic partial charges in e from the Mulliken method, atoms 1 to 2: atom 1 (Tl): 1.360, atom 2 (P): 0.340

---

Entry from the OMol25 dataset: C52H51BrCl2IrN6OS2 as an isolated structure in a non-equilibrium geometry (the ωB97M-V functional and the def2-TZVPD basis).

```
! RIJCOSX wB97M-V def2-TZVPD def2/J DEFGRID3
* xyz 0 6
Ir -1.010 -2.370 0.704
Br 1.571 -0.711 -5.051
Cl 3.006 -2.219 0.642
Cl -0.491 -6.452 0.833
S 0.159 -1.248 2.662
S -2.461 -3.096 2.464
O 2.873 0.830 -2.812
N -2.910 -2.304 4.998
N 0.254 -3.633 0.671
N -1.431 -0.430 0.154
N -0.742 -0.474 5.111
N 0.041 2.780 -3.125
N -7.936 -0.442 -2.565
C -6.170 -2.771 6.554
C -5.560 -2.358 -0.958
C -1.011 3.291 3.145
C -4.396 -2.997 -0.692
C 3.206 1.346 -3.915
C -5.737 -1.795 -2.259
C 0.068 1.856 4.733
C 3.726 -4.812 0.877
C 0.323 2.932 5.575
C -0.019 4.195 5.094
C 4.209 3.494 -2.822
C 4.755 4.890 -3.203
C 1.094 -5.829 0.716
C -1.017 -1.238 3.969
C 5.255 2.695 -2.022
C -2.363 1.970 -0.823
C 5.989 3.583 -7.661
C -7.209 -2.108 7.280
C -2.592 0.052 0.584
C 4.343 1.985 -6.416
C -6.919 -1.033 -2.499
C -5.266 -0.699 5.827
C 3.957 2.615 -4.069
C -3.071 1.270 0.101
C 3.488 -6.165 0.824
C 2.846 0.655 -5.161
C -2.168 -2.104 3.845
C 4.341 2.142 -8.949
C -0.518 2.042 3.476
C 0.389 0.470 5.239
C 5.217 2.230 -7.696
C -2.244 -2.027 6.292
C -3.431 -2.420 -2.825
C 1.289 -4.375 0.661
C -6.219 0.007 6.620
C -3.241 -2.947 -1.528
C -4.245 -2.916 4.977
C 2.203 -6.671 0.829
C -0.662 4.382 3.892
C -1.092 1.477 -1.224
C -4.659 -1.859 -3.172
C 3.009 3.674 -1.860
C -7.157 -0.700 7.348
C 6.228 1.054 -7.771
C -1.528 -0.674 6.357
C 3.398 0.983 -6.355
C -0.417 2.139 -2.229
C -5.170 -2.089 5.850
C -1.823 -3.237 -1.003
C 4.593 2.818 -5.310
C 2.673 -3.905 0.725
C -0.752 0.161 -0.837
H -0.755 -0.682 7.160
H 3.720 1.203 -8.966
H -1.712 3.288 2.330
H 4.750 1.758 -1.657
H 4.068 5.384 -3.889
H 2.067 -7.774 0.903
H 5.229 3.707 -5.387
H -4.044 1.644 0.468
H 5.169 4.305 -7.659
H -4.202 -3.883 5.432
H 5.772 4.891 -3.684
H -0.593 1.229 2.736
H -6.309 -2.162 -0.125
H -1.579 -4.285 -0.952
H -3.091 -0.552 1.336
H 4.801 -4.471 0.978
H 5.697 0.128 -7.915
H 0.753 2.754 6.552
H -6.306 -3.851 6.334
H -1.089 -2.730 -1.684
H 5.576 3.288 -1.174
H -7.985 -2.711 7.722
H 3.045 0.452 -7.221
H 0.565 0.635 6.281
H 6.662 1.103 -6.715
H 6.101 2.336 -2.649
H 7.023 1.105 -8.550
H -7.879 -0.129 7.889
H -2.100 0.222 6.618
H 0.446 4.992 5.663
H 4.337 -6.937 0.707
H -4.732 -1.338 -4.145
H 3.674 3.036 -9.023
H 0.134 -0.380 -1.205
H 3.307 4.102 -0.884
H -2.703 -2.585 -3.648
H -1.504 -2.806 6.415
H -2.695 2.928 -1.231
H -4.306 -3.541 0.281
H 6.604 3.752 -8.568
H 1.273 -0.016 4.715
H -6.272 1.114 6.704
H 2.638 2.620 -1.749
H -4.544 -0.063 5.287
H 4.935 2.228 -9.900
H -0.866 5.368 3.567
H 6.567 3.731 -6.785
H -3.013 -2.053 7.108
H 4.919 5.448 -2.271
H -4.607 -2.979 3.920
H 2.187 4.266 -2.285
*
```

Calculated total energy   -6810.70207 a.u.
<S²>   8.914
Largest force on an atom   0.10239 hartree/bohr
HOMO level (alpha / beta)   -0.168 / -0.306 hartree
HOMO-LUMO gap (alpha / beta)   2.95 / 6.20 eV
Relative energy (zero: lowest compared OMol25 entry of this formula, charge and spin)   3.1483 eV

Atomic partial charges in e from the Mulliken method, atoms 1 to 2: atom 1 (Ir): 0.913, atom 2 (Br): -0.152

---

Entry from the OMol25 dataset: C52H51Cl3EuN2O3Sb2Si as an isolated structure in a non-equilibrium geometry (the ωB97M-V functional and the def2-TZVPD basis).

```
! RIJCOSX wB97M-V def2-TZVPD def2/J DEFGRID3
* xyz 0 8
Eu -0.329 -1.618 0.327
Sb 2.674 3.130 -0.940
Sb 4.474 -0.635 0.781
Cl 2.730 -5.282 2.072
Cl 3.616 -4.942 -0.649
Cl 1.184 -6.387 -0.081
Si -3.176 -2.506 0.049
O -0.347 -1.616 2.823
O 0.818 -3.454 -0.868
O 1.650 -2.804 1.036
N -1.659 0.722 0.935
N -2.915 0.607 1.453
C -6.755 -0.330 0.691
C 3.027 6.131 -0.010
C 3.439 5.126 -0.912
C 2.103 2.779 1.177
C -1.420 -1.588 3.739
C -2.492 2.745 1.584
C -1.283 2.738 -2.917
C 0.579 3.617 -1.585
C 2.198 -5.030 0.429
C 4.837 6.713 -2.036
C 5.969 2.054 1.107
C 1.910 -0.938 -2.882
C 3.594 -1.096 -1.106
C 2.714 -1.732 -3.679
C -1.067 -0.723 4.926
C 4.353 5.407 -1.919
C -0.291 4.477 -0.932
C -1.700 -5.859 2.071
C 2.719 0.259 1.928
C -6.994 -0.510 2.039
C -5.133 -2.030 2.120
C -5.093 -3.209 -3.616
C -2.131 3.539 -2.131
C -1.431 2.036 0.993
C 2.377 -0.646 -1.589
C -1.662 4.451 -1.230
C 1.469 -3.681 0.165
C -4.030 -3.221 -4.507
C 6.523 2.470 -1.577
C -3.065 -4.184 0.887
C 0.080 2.816 -2.616
C -4.870 -3.020 -2.278
C 5.459 1.183 0.153
C 6.982 3.369 -0.618
C 4.400 7.732 -1.211
C 3.518 7.427 -0.148
C -2.719 -6.766 2.002
C -3.924 -6.423 1.373
C 1.701 1.313 1.473
C -5.691 -0.974 0.046
C -1.874 -4.590 1.508
C -4.076 -5.122 0.846
C 6.730 3.155 0.745
C 5.754 1.416 -1.172
C -4.843 -1.844 0.752
C -2.473 -2.938 -2.687
C -3.440 1.782 1.880
C -2.714 -3.159 -4.033
C -3.572 -2.840 -1.783
C 4.365 -1.865 -1.950
C 3.952 -2.176 -3.229
C -6.163 -1.377 2.772
H 6.817 2.649 -2.591
H 0.921 1.319 2.246
H -7.798 0.042 2.551
H 2.449 -1.982 -4.704
H 1.292 3.458 1.519
H -4.464 1.819 2.283
H -3.222 3.508 -2.273
H -1.939 -0.528 5.521
H 0.992 -0.527 -3.205
H 2.342 5.849 0.799
H -1.919 -3.229 -4.740
H 1.839 0.117 -1.001
H 5.576 6.889 -2.842
H -5.022 -4.879 0.354
H 5.324 -2.240 -1.607
H -1.663 2.032 -3.687
H -2.293 5.125 -0.650
H 1.236 0.907 0.557
H -2.292 -1.190 3.190
H -6.097 -3.404 -3.988
H 2.141 -0.609 2.154
H 2.954 3.067 1.840
H -0.726 -6.054 2.531
H -2.511 3.789 1.854
H -1.052 -3.870 1.675
H 4.667 4.644 -2.621
H 4.627 -2.742 -3.874
H 3.246 8.187 0.568
H 0.503 -1.704 3.284
H -7.328 0.352 0.065
H 3.165 0.604 2.891
H 5.369 0.772 -1.957
H -5.726 -2.907 -1.622
H -3.384 -0.273 1.371
H 7.059 3.902 1.467
H -0.794 0.290 4.582
H -0.497 2.372 0.584
H -5.526 -0.744 -0.990
H -6.293 -1.537 3.841
H -1.696 -2.611 3.975
H -4.743 -7.109 1.384
H -0.265 -1.090 5.544
H 0.022 5.125 -0.137
H -4.427 -2.639 2.681
H -1.454 -2.862 -2.334
H -4.143 -3.327 -5.577
H 4.749 8.750 -1.348
H 7.563 4.203 -0.885
H -2.578 -7.785 2.341
H 0.714 2.103 -3.179
H 5.711 1.887 2.163
*
```

Calculated total energy   -5208.18055 a.u.
<S²>   15.760
Largest force on an atom   0.04132 hartree/bohr
HOMO level (alpha / beta)   -0.248 / -0.247 hartree
HOMO-LUMO gap (alpha / beta)   7.03 / 7.00 eV

Atomic partial charges in e from the Mulliken method, atoms 1 to 2: atom 1 (Eu): 0.465, atom 2 (Sb): 0.742

---

Entry from the OMol25 dataset: C52H51N3O6S3Sb2SeTi as an isolated structure (the ωB97M-V functional and the def2-TZVPD basis).

```
! RIJCOSX wB97M-V def2-TZVPD def2/J DEFGRID3
* xyz -1 2
Sb -0.980 2.272 1.981
Sb 2.289 0.044 1.768
Se -0.337 -2.197 1.194
Ti -0.575 -0.870 -0.665
S 0.996 0.990 -4.602
S 3.173 1.226 -1.615
S 2.907 -3.216 -4.061
O -1.270 -2.112 -1.876
O -7.086 -4.339 -1.069
O -8.054 -2.863 0.154
O 1.133 -0.625 -1.544
O -0.929 1.151 -1.923
O -2.408 -0.312 -0.247
N -7.067 -3.315 -0.406
N -1.479 3.224 -2.608
N -2.951 1.469 -2.986
C 4.711 1.702 -2.192
C -2.412 -2.760 -1.752
C -5.819 -1.339 0.344
C -4.164 5.012 3.293
C 1.496 3.534 0.764
C 4.339 -1.713 0.314
C -4.644 -0.612 0.370
C -2.224 3.564 3.171
C 2.533 4.430 0.546
C -4.723 -3.018 -1.024
C 0.773 0.773 4.322
C 1.635 -0.369 3.782
C 2.802 5.418 1.484
C -0.581 -0.717 -5.647
C -4.180 2.106 -2.548
C 5.019 3.072 3.568
C 3.897 -4.074 1.689
C 3.386 -1.739 1.331
C 6.339 1.085 3.383
C 5.264 0.426 2.799
C -3.084 0.082 -3.393
C -3.319 4.179 2.568
C -1.995 3.806 4.526
C 0.978 4.613 2.837
C 4.848 -4.034 0.678
C -1.747 1.895 -2.461
C 2.180 -2.424 -2.709
C -0.306 3.768 -1.947
C -5.834 -2.541 -0.361
C 3.094 -0.089 -2.714
C 6.223 2.414 3.767
C 3.948 2.407 2.980
C 4.207 -0.137 -3.499
C 4.046 1.075 2.579
C 3.167 -2.935 2.009
C -3.516 -2.293 -1.010
C 2.979 -4.713 -3.227
C -0.205 0.588 -5.750
C 1.823 -0.942 -2.710
C -2.161 4.082 -3.553
C -3.920 5.244 4.639
C -0.581 0.895 3.612
C 2.454 -4.607 -1.979
C 5.143 0.889 -3.196
C -3.485 -1.052 -0.281
C 2.024 5.506 2.630
C 0.109 -1.397 -4.607
C 0.990 -0.599 -3.941
C -2.832 4.640 5.255
C 5.065 -2.850 -0.013
C 1.999 -3.292 -1.680
C 0.707 3.605 1.913
H 0.498 3.035 -1.953
H 4.362 -0.883 -4.266
H -2.486 -3.697 -2.298
H -4.577 5.890 5.208
H 1.055 -1.293 3.763
H 5.787 -2.812 -0.820
H 3.615 6.115 1.323
H 0.578 0.579 5.384
H -1.323 -1.178 -6.284
H 7.271 0.553 3.539
H 4.906 4.109 3.864
H 2.392 -5.432 -1.283
H -4.582 0.323 0.914
H 2.226 6.275 3.365
H -4.789 -3.950 -1.567
H 3.390 -5.586 -3.709
H 6.095 1.004 -3.693
H 3.131 4.349 -0.355
H -4.860 2.274 -3.389
H -0.057 -2.429 -4.332
H -2.755 4.854 -3.054
H 7.062 2.929 4.219
H -0.562 1.326 -6.450
H -2.817 3.492 -4.186
H -1.357 1.180 4.326
H -2.638 4.816 6.306
H 2.523 -0.521 4.397
H -1.425 4.581 -4.188
H 3.024 2.953 2.841
H -4.688 1.472 -1.814
H -0.873 -0.071 3.193
H 2.412 -2.992 2.783
H 4.523 -0.798 -0.239
H -1.155 3.336 5.026
H 5.386 -0.612 2.518
H -6.707 -1.002 0.855
H 1.555 -3.004 -0.736
H 0.373 4.712 3.731
H -3.826 -0.432 -2.780
H -2.132 -0.431 -3.289
H -3.970 3.066 -2.081
H 5.406 -4.925 0.420
H 3.712 -4.996 2.226
H -3.526 4.002 1.518
H 1.329 1.718 4.296
H -0.517 4.048 -0.913
H -5.015 5.474 2.808
H 1.306 2.762 0.031
H 0.022 4.657 -2.485
H -3.399 0.030 -4.440
H 5.231 2.536 -1.747
*
```

Calculated total energy   -7553.85170 a.u.
<S²>   0.782
Largest force on an atom   0.01388 hartree/bohr
HOMO level (alpha / beta)   -0.129 / -0.179 hartree
HOMO-LUMO gap (alpha / beta)   5.53 / 6.88 eV

Atomic partial charges in e from the Mulliken method, atoms 1 to 2: atom 1 (Sb): 0.344, atom 2 (Sb): -1.393